This record from the OMol25 dataset describes C25H43AlO15P as an isolated structure in a non-equilibrium geometry. The level of theory is wB97M-V/def2-TZVPD.

Structure (XYZ):
```
85
Properties=species:S:1:pos:R:3:forces:R:3
O 4.657 1.031 3.723 0.178 -0.188 -0.124
P 3.409 0.252 3.341 0.075 1.044 0.212
Al 1.586 1.548 2.464 -0.768 0.051 0.035
C 0.086 0.171 2.171 0.776 0.754 0.596
O -0.302 -0.317 3.504 -0.112 -0.514 -0.163
O -1.272 0.630 3.964 -0.541 0.297 0.048
H 3.695 -0.806 2.423 -0.046 -0.299 0.340
H 2.933 -0.432 4.504 0.041 -0.510 -0.300
H 2.049 2.260 1.152 -0.037 0.510 0.078
H 1.176 2.663 3.569 0.028 -0.156 0.241
H -0.802 0.604 1.696 0.011 -0.392 -0.123
H 0.444 -0.719 1.640 -0.367 -0.006 -0.005
H -1.250 0.520 4.924 0.348 -0.110 -0.159
O -1.692 -1.056 -1.040 0.132 -0.387 -0.027
C -2.446 -1.620 -0.304 -0.181 0.523 -0.180
O -2.288 -2.913 0.089 0.060 0.007 0.008
C -3.424 -3.321 0.877 0.131 0.002 0.129
C -4.030 -2.034 1.410 -0.129 0.119 0.107
C -3.721 -1.052 0.288 0.180 -0.286 0.502
H -4.112 -3.861 0.235 -0.018 0.052 -0.060
H -3.084 -3.983 1.673 0.156 -0.016 -0.090
H -5.091 -2.126 1.641 -0.005 -0.074 -0.087
H -3.512 -1.726 2.320 0.035 -0.009 -0.023
H -4.494 -1.056 -0.478 0.033 0.109 -0.038
H -3.560 -0.044 0.659 -0.011 0.094 -0.262
O 3.154 1.215 -0.353 0.288 -0.244 -0.728
C 3.940 1.819 -1.015 -0.053 -0.387 0.070
O 3.659 3.030 -1.577 0.031 0.003 -0.033
C 4.757 3.459 -2.396 0.083 0.049 -0.013
C 5.971 2.703 -1.879 0.285 -0.196 0.025
C 5.346 1.395 -1.401 0.239 0.534 0.111
H 4.530 3.211 -3.437 0.029 -0.023 -0.002
H 4.864 4.538 -2.307 -0.150 0.005 0.042
H 6.751 2.580 -2.633 -0.368 0.117 0.277
H 6.401 3.234 -1.027 -0.063 0.020 0.009
H 5.278 0.658 -2.203 -0.009 -0.047 0.033
H 5.865 0.973 -0.544 -0.157 -0.195 -0.005
O -6.616 1.533 1.109 0.069 -0.168 0.013
C -7.314 0.675 0.661 -0.039 0.373 -0.075
O -6.824 -0.460 0.098 -0.127 0.017 0.057
C -7.894 -1.249 -0.444 -0.105 -0.207 -0.026
C -9.142 -0.798 0.303 -0.116 0.105 0.018
C -8.831 0.671 0.581 -0.061 -0.528 0.098
H -7.958 -1.052 -1.517 -0.011 0.039 0.007
H -7.670 -2.303 -0.290 0.177 0.045 0.022
H -10.060 -0.962 -0.258 0.044 -0.002 -0.057
H -9.223 -1.340 1.247 0.019 -0.028 -0.021
H -9.138 1.319 -0.241 0.020 0.077 0.049
H -9.264 1.020 1.514 0.061 0.233 -0.062
O 3.622 7.547 0.910 -0.140 0.137 0.085
C 3.295 7.057 1.955 0.356 -0.144 -0.133
O 2.579 7.745 2.883 -0.029 0.028 -0.023
C 2.428 6.946 4.073 -0.008 -0.154 0.112
C 2.624 5.509 3.619 0.067 -0.065 -0.009
C 3.617 5.670 2.473 -0.475 -0.004 0.147
H 3.185 7.263 4.796 0.021 0.018 -0.028
H 1.442 7.123 4.498 -0.011 0.146 -0.097
H 2.969 4.849 4.412 -0.021 -0.011 -0.010
H 1.688 5.104 3.237 0.020 -0.071 0.046
H 4.652 5.660 2.820 0.035 -0.024 -0.092
H 3.475 4.922 1.696 0.183 0.028 -0.057
O -6.141 -4.698 0.555 -0.492 -0.151 0.001
C -6.036 -5.852 0.257 0.345 0.194 0.089
O -6.876 -6.811 0.718 -0.033 0.018 -0.057
C -6.434 -8.106 0.280 0.049 -0.169 -0.083
C -5.573 -7.842 -0.948 0.113 0.032 -0.053
C -4.969 -6.478 -0.621 -0.339 -0.344 -0.210
H -5.870 -8.571 1.091 0.020 0.026 0.001
H -7.304 -8.722 0.060 -0.090 0.104 0.098
H -4.837 -8.622 -1.132 -0.006 -0.012 0.072
H -6.206 -7.760 -1.833 -0.013 -0.021 0.014
H -4.048 -6.563 -0.042 0.027 0.107 -0.021
H -4.796 -5.873 -1.506 0.150 0.155 0.139
O 7.728 2.628 -4.429 0.066 -0.139 -0.380
C 7.858 1.475 -4.723 0.293 0.243 0.094
O 7.004 0.514 -4.302 -0.044 0.007 -0.077
C 7.468 -0.782 -4.715 0.049 -0.184 -0.076
C 8.385 -0.515 -5.901 0.124 0.041 -0.045
C 8.968 0.852 -5.549 -0.302 -0.353 -0.240
H 7.994 -1.243 -3.876 0.015 0.026 0.006
H 6.611 -1.400 -4.973 -0.098 0.107 0.096
H 9.131 -1.294 -6.050 -0.011 -0.015 0.073
H 7.794 -0.437 -6.815 -0.016 -0.019 0.015
H 9.860 0.770 -4.927 0.016 0.092 -0.006
H 9.178 1.456 -6.427 0.120 0.159 0.142
```
Forces are in eV/Å.

The total charge is -1. The HOMO energy is -0.1462 Eh. Its calculated total energy is -2690.7728 hartree. The calculation puts the HOMO-LUMO gap at 5.7 eV.

Here are the Mulliken charges for atoms 1 to 4, given in e:
1 O -0.7247
2 P 0.4049
3 Al -0.0457
4 C -0.1252

=====

This record from the OMol25 dataset describes C32H40IrN6O3 as an isolated structure in a non-equilibrium geometry. The level of theory is wB97M-V/def2-TZVPD.

Structure (XYZ):
```
82
Properties=species:S:1:pos:R:3:forces:R:3
Ir 0.014 -0.183 0.225 -2.218 -0.670 -1.921
C 1.210 4.458 0.301 0.806 -0.157 0.202
N -0.216 4.340 -0.031 -0.337 -0.813 -0.133
C -1.767 5.960 -1.306 0.042 -0.043 0.052
C -0.615 2.795 -0.292 -2.159 0.764 -0.821
O 0.242 2.003 0.261 1.971 -3.018 1.534
C -2.890 1.689 0.233 0.081 1.358 -0.752
O -2.443 0.448 0.745 0.950 -0.786 0.042
C -3.007 -0.005 1.971 0.052 -0.340 0.171
C -1.921 -0.694 2.792 -1.374 0.274 0.505
O -0.767 -0.814 2.324 2.288 0.092 -1.304
N -2.244 -1.145 3.994 0.650 0.348 -1.122
C -3.589 -1.128 4.520 -1.008 0.179 0.071
C -1.232 -1.680 4.875 0.667 -0.286 0.504
H 1.451 5.490 0.548 -0.169 0.022 -0.084
H 1.804 4.131 -0.551 -0.026 0.072 -0.041
H 1.437 3.822 1.154 -0.125 0.090 -0.024
H -1.654 6.798 -0.624 -0.006 0.007 0.062
H -2.667 5.404 -1.058 -0.027 -0.066 0.059
H -1.901 6.373 -2.304 0.062 0.029 -0.071
H -3.064 1.534 -0.840 -0.062 -0.106 0.284
H -3.830 1.997 0.705 0.130 -0.161 -0.089
H -3.811 -0.722 1.747 0.102 0.183 0.124
H -3.430 0.821 2.558 0.089 -0.068 -0.157
H -3.981 -0.115 4.625 0.082 0.042 0.053
H -3.587 -1.586 5.508 0.030 0.045 -0.110
H -4.272 -1.694 3.886 0.033 -0.052 0.036
H -0.266 -1.674 4.377 -0.074 -0.058 0.107
H -1.496 -2.695 5.176 0.032 0.032 -0.079
H -1.174 -1.066 5.777 -0.019 -0.037 -0.099
C -1.068 4.716 1.066 -1.261 -0.455 1.238
C -0.519 5.077 -1.324 -0.226 0.444 -0.538
C -0.644 3.988 -2.326 0.024 -0.595 0.111
C -0.710 2.753 -1.812 0.384 0.648 0.551
N -1.947 2.764 0.388 0.077 -0.932 -0.698
C -2.046 3.808 1.251 1.040 1.435 0.197
C -0.779 1.499 -2.556 0.136 0.451 -0.806
C -0.804 1.563 -3.957 -0.135 -0.394 0.207
C -0.916 0.407 -4.698 -0.039 0.248 0.006
C -1.088 -0.799 -4.037 -0.030 -0.031 0.691
C -1.063 -0.808 -2.644 -0.057 -0.416 -0.988
N -0.841 0.311 -1.933 1.323 -0.202 1.596
C -1.301 -2.064 -1.907 -0.079 -0.054 -0.317
C -2.066 -3.105 -2.438 0.290 0.173 0.289
C -2.236 -4.266 -1.700 0.093 0.018 -0.004
C -1.638 -4.366 -0.451 0.083 0.230 -0.067
C -0.914 -3.283 0.020 -0.065 -0.594 0.385
N -0.752 -2.168 -0.689 0.736 1.662 1.434
H -0.878 5.619 1.616 0.030 0.103 -0.020
H 0.335 5.724 -1.553 0.001 -0.186 0.068
H -0.699 4.259 -3.367 0.046 0.001 -0.157
H -2.844 3.879 1.971 -0.080 0.020 0.076
H -0.729 2.515 -4.456 0.003 0.052 -0.020
H -0.899 0.446 -5.778 0.007 -0.017 -0.071
H -1.207 -1.717 -4.589 -0.067 -0.066 -0.021
H -2.538 -3.010 -3.402 -0.017 0.098 -0.100
H -2.817 -5.086 -2.098 -0.070 -0.006 -0.012
H -1.746 -5.259 0.144 0.032 -0.031 0.113
H -0.439 -3.307 0.992 -0.073 0.056 0.089
C 3.313 -4.158 0.942 -0.048 -0.172 0.899
N 3.475 -4.091 -0.523 -0.305 -0.237 -0.114
C 4.907 -4.138 -0.889 0.964 -0.099 -0.283
C 2.720 -2.930 -1.104 -0.360 0.612 -0.424
C 3.056 -1.611 -0.441 -0.124 -0.773 -0.481
C 4.314 -1.048 -0.651 -0.611 -0.212 0.159
C 4.736 0.066 0.066 0.051 0.380 0.322
C 3.892 0.671 0.983 0.094 -0.129 -0.128
C 2.611 0.159 1.161 -0.097 -0.030 0.564
C 2.155 -0.918 0.387 -1.641 2.203 -0.522
H 3.811 -5.043 1.332 0.003 -0.043 -0.106
H 2.258 -4.199 1.201 -0.075 -0.028 -0.085
H 3.759 -3.279 1.403 0.057 -0.017 -0.117
H 3.048 -4.937 -0.918 0.046 0.150 0.023
H 5.452 -3.352 -0.371 -0.116 -0.071 0.032
H 5.036 -4.035 -1.965 -0.154 0.054 -0.017
H 5.334 -5.096 -0.595 -0.178 -0.021 0.106
H 1.654 -3.132 -0.978 0.155 -0.142 -0.036
H 2.949 -2.890 -2.172 -0.004 -0.110 0.095
H 4.989 -1.480 -1.376 -0.052 -0.087 -0.079
H 5.754 0.415 -0.047 -0.004 0.094 -0.076
H 4.243 1.497 1.583 -0.079 0.058 0.062
H 1.989 0.580 1.944 -0.086 0.085 -0.028
```
Forces are in eV/Å.

The expectation value of S² is 0.879. The total charge is +4. The HOMO energy (spin up / spin down) is -0.6669 / -0.6666 Eh. Its calculated total energy is -1900.4249 hartree. As for the multiplicity: 2. The calculation puts the HOMO-LUMO gap (spin up / spin down) at 5.1 / 4.1 eV.

Here are the Mulliken charges for atoms 1 to 4, given in e:
1 Ir 3.4129
2 C -1.0558
3 N 0.7574
4 C -1.4119

=====

This record from the OMol25 dataset describes a 2-piece molecular cluster, C5H7NO overall in a non-equilibrium geometry. The level of theory is wB97M-V/def2-TZVPD.

Structure (XYZ):
```
14
Properties=species:S:1:pos:R:3:forces:R:3
O -1.112 -1.052 -3.847 -0.993 -0.277 0.647
H -1.304 -0.745 -2.932 0.163 -0.309 -0.900
H -1.892 -1.599 -4.094 0.832 0.615 0.316
N -1.006 0.365 0.211 -0.126 -0.504 0.513
C -0.617 -0.715 0.895 0.647 -1.061 -0.001
C -0.210 1.438 0.236 -0.014 0.512 0.095
C 0.630 -0.868 1.506 -0.954 0.925 -0.458
C 0.997 1.492 0.936 -0.354 -0.759 0.034
C 1.384 0.290 1.536 1.899 -0.265 0.423
H -1.200 -1.642 0.976 -0.642 0.762 -0.642
H -0.586 2.311 -0.314 0.227 -0.359 0.178
H 0.915 -1.850 1.904 0.060 0.748 -0.016
H 1.622 2.393 0.999 -0.401 -0.505 -0.144
H 2.379 0.183 1.989 -0.345 0.478 -0.044
```
Forces are in eV/Å.

As for the relative energy (zero: lowest compared OMol25 entry of this formula, charge and spin): 62.14 kJ/mol. The HOMO energy is -0.3628 Eh. Its calculated total energy is -324.7008 hartree. The SMILES is c1ccncc1.O. The calculation puts the HOMO-LUMO gap at 10.8 eV.

Here are the Mulliken charges for atoms 1 to 4, given in e:
1 O -0.6640
2 H 0.3323
3 H 0.3232
4 N -0.5784

=====

Question: calculated total energy of number 2 (C32H40IrN6O3)?
Answer: -1900.4249 hartree

=====

Question: Which of these has the lowest calculated total energy?
Answer: C25H43AlO15P